DFT (the ωB97M-V functional and the def2-TZVPD basis) results for a structure of composition C30H20N4O2S4W in a non-equilibrium geometry.

Each line ends with the Mulliken charge.
Positions of all 61 atoms, in Å:
W: -0.07535 -0.27308 0.16712  1.362
O: -1.93394 0.02233 -0.13288  -0.715
C: -2.61081 1.17122 -0.00454  0.080
C: -3.56935 1.32732 0.99522  -0.149
C: -4.26401 2.51649 1.09880  -0.508
C: -4.04458 3.55613 0.19693  -0.662
C: -3.11331 3.39968 -0.80644  -0.744
C: -2.37334 2.21879 -0.90833  0.553
C: -1.40885 2.01755 -1.96579  -0.207
N: -0.55792 1.06821 -1.95604  0.017
C: 0.31436 0.90598 -3.11108  -0.920
C: 1.06116 -0.41281 -2.93743  -0.995
N: 1.56439 -0.34834 -1.57149  -0.063
C: 2.80575 -0.04141 -1.44629  -0.863
C: 3.33683 0.69659 -0.34001  0.797
C: 4.71435 0.88685 -0.17225  -0.739
C: 5.18702 1.81979 0.72035  -0.787
C: 4.27855 2.61687 1.42167  -0.550
C: 2.92000 2.46445 1.25100  -0.715
C: 2.42245 1.47434 0.40022  0.553
O: 1.11747 1.31042 0.23783  -0.079
H: -3.73286 0.50860 1.68361  0.501
H: -4.98584 2.63488 1.89651  0.413
H: -4.61029 4.47455 0.27528  0.403
H: -2.92807 4.19364 -1.52108  0.407
H: -1.44989 2.70824 -2.81314  0.431
H: 1.03859 1.72660 -3.13477  0.400
H: -0.25011 0.90957 -4.04593  0.594
H: 1.87099 -0.48935 -3.66645  0.556
H: 0.37975 -1.24561 -3.07184  0.131
H: 3.46929 -0.18606 -2.30065  0.353
H: 5.39651 0.28474 -0.76194  0.452
H: 6.25135 1.96132 0.85009  0.422
H: 4.64374 3.36260 2.11603  0.440
H: 2.21472 3.07031 1.80375  0.483
S: -0.65652 0.95353 2.27837  -0.220
C: 0.85530 0.82191 3.17333  0.907
C: 1.04995 1.69040 4.24921  -0.704
C: 2.20090 1.63312 5.01284  -0.662
C: 3.17471 0.68543 4.72135  -0.646
C: 2.98709 -0.18685 3.66578  -0.743
C: 1.84072 -0.12225 2.87548  0.377
S: 1.68841 -1.27676 1.54423  -0.271
H: 0.26897 2.40947 4.46735  0.433
H: 2.33326 2.32227 5.83689  0.385
H: 4.07838 0.61860 5.31332  0.400
H: 3.72828 -0.94071 3.42782  0.459
S: -1.45647 -1.91786 1.75074  -0.132
C: -1.69886 -3.41833 0.93673  0.793
C: -2.53385 -4.40686 1.46399  -1.055
C: -2.65731 -5.63572 0.83571  0.572
C: -3.54522 -6.61313 1.38501  -0.149
N: -4.27450 -7.38498 1.82443  -0.502
C: -1.92317 -5.91628 -0.33260  0.145
C: -1.10419 -4.93060 -0.86805  -0.959
C: -1.02043 -3.68960 -0.25597  0.908
S: -0.04753 -2.44905 -1.00700  -0.287
C: -2.00585 -7.18672 -0.97703  -0.180
N: -2.05494 -8.19683 -1.52418  -0.522
H: -3.08847 -4.20641 2.37043  0.508
H: -0.53518 -5.12531 -1.76755  0.491

Its energy above the lowest of the compared OMol25 structures with the same formula, charge and spin is 29.5 kcal per mole. The calculation puts the frontier orbital gap at 5.42 eV. For the LUMO energy, the calculation gives -2.1 eV. As for the HOMO energy: -7.5 eV. The total charge is 0.